Formula: C4H7NO
Source: the Open Molecules 2025 dataset
Level of theory: ωB97M-V/def2-TZVPD

Calculated values
- structure (SMILES) = CC[C@@H](O)C#N
- HOMO-LUMO gap (eV) = 12.098

```
! wB97M-V def2-TZVPD RIJCOSX def2/J DEFGRID3
* xyz 0 1
H 1.27 1.06 -1.02
C -0.83 -0.45 0.03
C 1.57 0.35 -0.24
H 1.92 -0.57 -0.74
H 0.15 0.99 1.26
H 0.71 -0.67 1.47
N -1.63 1.27 -1.81
H -2.62 -0.98 0.61
H -0.59 -1.40 -0.49
C 0.43 0.08 0.72
C -1.29 0.51 -1.01
H 2.42 0.79 0.29
O -1.81 -0.65 1.02
*
```


Formula: C4H7NO
Source: the Open Molecules 2025 dataset
Level of theory: ωB97M-V/def2-TZVPD

Calculated values
- structure (SMILES) = N#CCCCO
- HOMO-LUMO gap (eV) = 11.330

```
! wB97M-V def2-TZVPD RIJCOSX def2/J DEFGRID3
* xyz 0 1
H 1.66 0.38 1.55
H -2.12 0.25 -0.50
C -0.43 0.49 1.57
H -0.26 -1.26 -1.84
C 0.85 -0.14 -0.44
H 1.55 -0.97 -0.35
N -1.49 0.26 1.97
H 0.99 1.75 0.71
C 0.85 0.68 0.88
H -0.87 -1.48 -0.20
C -0.48 -0.73 -0.91
O -1.46 0.25 -1.21
H 1.21 0.51 -1.24
*
```


Formula: C4H7NO
Source: the Open Molecules 2025 dataset
Level of theory: ωB97M-V/def2-TZVPD

Calculated values
- structure (SMILES) = c1cc[nH]c1.O
- HOMO-LUMO gap (eV) = 9.091

```
! wB97M-V def2-TZVPD RIJCOSX def2/J DEFGRID3
* xyz 0 1
C -1.11 0.43 -0.18
H -1.97 -0.23 -0.26
N -1.23 1.81 -0.08
H 0.03 3.46 0.04
H 1.99 1.40 0.02
H 0.56 -0.92 -0.22
C 0.91 1.34 -0.01
H 0.34 -4.05 -0.30
C 0.00 2.37 0.06
H -2.12 2.32 -0.08
C 0.20 0.10 -0.07
O 0.76 -3.80 0.55
H 1.64 -4.25 0.53
*
```


Formula: C4H7NO
Source: the Open Molecules 2025 dataset
Level of theory: ωB97M-V/def2-TZVPD

Calculated values
- structure (SMILES) = [H]/N=C(/C=C)OC
- HOMO-LUMO gap (eV) = 10.694

```
! wB97M-V def2-TZVPD RIJCOSX def2/J DEFGRID3
* xyz 0 1
H 2.20 1.62 -0.13
C -1.64 -0.44 -0.11
C 1.91 0.55 -0.09
H -3.20 1.01 -0.08
H -1.57 1.53 0.38
H 1.17 -1.77 0.50
O 0.56 0.57 -0.01
C -0.20 -0.61 0.05
C -2.20 0.78 0.09
H 2.28 0.01 -1.11
H -2.04 -1.41 -0.41
H 2.49 -0.09 0.69
N 0.24 -1.75 0.24
*
```


Formula: C4H7NO
Source: the Open Molecules 2025 dataset
Level of theory: ωB97M-V/def2-TZVPD

Calculated values
- structure (SMILES) = C/N=C/[C@H]1CO1
- HOMO-LUMO gap (eV) = 11.018

```
! wB97M-V def2-TZVPD RIJCOSX def2/J DEFGRID3
* xyz 0 1
C -0.34 -1.01 -1.94
C 0.59 -0.05 -1.34
H 1.53 0.16 -1.85
H -1.01 -1.55 -1.27
C -0.44 0.57 2.18
H -1.32 1.19 2.37
O -0.57 0.38 -2.04
H 0.46 1.16 2.42
H -0.49 -0.29 2.86
N -0.47 0.12 0.81
H 1.54 0.59 0.56
C 0.59 0.24 0.13
H -0.07 -1.51 -2.87
*
```


Formula: C4H7NO
Source: the Open Molecules 2025 dataset
Level of theory: ωB97M-V/def2-TZVPD

Calculated values
- HOMO-LUMO gap (alpha / beta) (eV) = 7.276 / 7.265

```
! wB97M-V def2-TZVPD RIJCOSX def2/J DEFGRID3
* xyz 0 1
N 0.55 0.75 0.16
C -0.68 0.60 0.83
C 1.72 -0.12 -0.13
C -1.37 -0.76 0.12
O -2.59 -0.87 0.40
C 0.87 0.62 -1.08
H -1.35 1.42 0.57
H -1.03 -0.46 -0.97
H -0.68 -1.60 0.41
H 2.67 0.28 0.22
H 1.59 -1.20 -0.04
H -0.57 0.48 1.91
H 0.64 1.02 -2.05
*
```


Formula: C4H7NO
Source: the Open Molecules 2025 dataset
Level of theory: ωB97M-V/def2-TZVPD

Calculated values
- structure (SMILES) = C/N=C/[C@H]1CO1
- HOMO-LUMO gap (eV) = 10.473

```
! wB97M-V def2-TZVPD RIJCOSX def2/J DEFGRID3
* xyz 0 1
O -1.81 -0.22 -0.26
C -0.86 0.64 -0.90
H -0.71 -1.42 -1.63
H -2.15 -0.46 -2.33
H 0.60 -0.35 2.33
H 0.91 1.59 0.06
C 1.44 -0.36 1.63
N 0.76 -0.47 0.36
C 0.43 0.63 -0.18
H 1.99 0.58 1.77
H -1.27 1.63 -1.13
C -1.38 -0.56 -1.56
H 2.05 -1.23 1.84
*
```


Formula: C4H7NO
Source: the Open Molecules 2025 dataset
Level of theory: ωB97M-V/def2-TZVPD

Calculated values
- structure (SMILES) = c1cc[nH]c1.O
- HOMO-LUMO gap (eV) = 8.863

```
! wB97M-V def2-TZVPD RIJCOSX def2/J DEFGRID3
* xyz 0 1
H 1.57 5.81 1.06
H -0.63 -1.97 0.80
H -2.68 -0.67 1.89
O 2.01 5.26 0.38
C -1.85 -0.22 1.35
C -1.58 1.10 1.09
H 2.97 5.31 0.61
C 0.00 0.00 0.00
H -2.15 1.94 1.49
N -0.57 1.18 0.19
C -0.74 -0.89 0.72
H -0.20 2.03 -0.23
H 0.85 -0.09 -0.67
*
```


It is found that the energy values, taken in the order of the records, are -7798.5572 -7798.4723 -7798.5597 -7797.0711 -7796.9926 -7793.5029 -7796.5202 -7798.4231 eV.